Entry from the Open Molecules 2025 dataset: a cluster of 3 separate species, C4H11NO2 in total at a distorted geometry (ωB97M-V/def2-TZVPD).

XYZ file:
```
18
C4H11NO2 (ωB97M-V/def2-TZVPD)
C 2.251 0.384 -0.400
N 0.900 0.555 -0.887
C 0.066 1.210 0.062
C -0.551 0.421 1.143
C -1.516 1.020 -0.011
O -2.331 1.906 0.449
H 2.765 1.318 -0.175
H 2.222 -0.257 0.501
H 2.794 -0.210 -1.133
H -2.180 -1.833 -0.212
H 0.308 2.261 0.169
H -2.685 -2.341 0.031
H -0.786 0.958 2.056
H -0.845 -0.606 1.306
H -1.689 0.620 -1.005
H 0.508 -0.378 -1.091
H 0.402 -2.979 -0.533
O 0.366 -2.049 -0.271
```

frontier orbital gap (alpha / beta) = 0.2742 / 0.2345 Ha
spin multiplicity = 2
HOMO level (alpha / beta) = -3.354 / -3.336 eV
F_max = 1.850 eV/A
charge = -1
expectation value of S² = 0.757

Entry from the Open Molecules 2025 dataset: a cluster of 2 separate species, C4H11NO2 in total at a distorted geometry (ωB97M-V/def2-TZVPD).

XYZ file:
```
18
C4H11NO2 (ωB97M-V/def2-TZVPD)
O 2.560 -1.258 1.209
C 1.892 -0.991 0.194
N 0.793 -0.175 0.132
C -0.050 0.305 1.288
C -0.459 -0.914 -1.801
C 0.334 0.243 -1.169
H 2.271 -1.371 -0.785
H -0.471 -0.587 1.780
H -0.880 0.964 0.983
H 0.578 0.845 2.016
H -1.072 -1.525 -1.117
H 0.268 -1.573 -2.305
H -1.120 -0.470 -2.564
H -0.162 1.230 -1.101
H 1.204 0.349 -1.846
O -1.972 1.987 1.504
H -2.274 1.083 1.257
H -1.442 1.856 2.322
```

frontier orbital gap = 0.3534 Ha
HOMO level = -9.131 eV
F_max = 2.798 eV/A
charge = 0
SMILES string = CCN(C)C=O.O

Entry from the Open Molecules 2025 dataset: the molecule C4H11NO2 at a distorted geometry (ωB97M-V/def2-TZVPD).

XYZ file:
```
18
C4H11NO2 (ωB97M-V/def2-TZVPD)
C -2.283 -0.218 -0.284
N -1.043 -0.313 -1.052
C 0.272 0.167 -0.503
C 1.191 -1.043 -0.286
O 2.490 -0.882 0.273
C 0.054 1.204 0.662
O 1.248 1.722 1.275
H -3.084 -0.229 -1.023
H -2.295 -0.949 0.531
H -2.420 0.750 0.181
H -0.788 -1.245 -1.356
H 0.831 0.772 -1.242
H 0.643 -1.731 0.381
H 1.459 -1.564 -1.204
H 2.818 -0.402 1.004
H -0.367 2.131 0.296
H -0.643 0.740 1.353
H 1.919 1.089 0.995
```

frontier orbital gap = 0.3537 Ha
HOMO level = -8.902 eV
F_max = 2.475 eV/A
charge = 0
SMILES string = CNC(CO)CO

Entry from the Open Molecules 2025 dataset: the molecule C4H11NO2 at a distorted geometry (ωB97M-V/def2-TZVPD).

XYZ file:
```
18
C4H11NO2 (ωB97M-V/def2-TZVPD)
C 0.570 1.327 -0.626
C 0.181 0.161 0.302
C 1.267 -0.144 1.343
O 1.070 0.771 2.455
N -0.122 -1.093 -0.421
C -1.445 -1.188 -0.964
O -1.763 -0.234 -1.965
H -0.239 1.436 -1.336
H 0.869 2.231 -0.114
H 1.430 0.965 -1.213
H -0.707 0.473 0.864
H 2.293 0.142 1.077
H 1.188 -1.200 1.589
H 0.817 0.298 3.240
H 0.649 -1.216 -1.064
H -1.662 -2.165 -1.390
H -2.107 -1.088 -0.111
H -2.286 0.524 -1.667
```

frontier orbital gap = 0.3711 Ha
HOMO level = -9.200 eV
F_max = 1.548 eV/A
charge = 0
SMILES string = C[C@H](CO)NCO

Entry from the Open Molecules 2025 dataset: a cluster of 2 separate species, C4H11NO2 in total at a distorted geometry (ωB97M-V/def2-TZVPD).

XYZ file:
```
18
C4H11NO2 (ωB97M-V/def2-TZVPD)
C -0.526 0.818 -2.185
N 0.459 0.714 -1.210
C 0.649 -0.530 -0.506
C 1.826 -0.434 0.503
C 1.472 0.458 1.694
O -1.596 0.274 -2.119
H -0.251 1.567 -2.947
H 0.801 1.558 -0.782
H 0.903 -1.355 -1.166
H -0.212 -0.773 0.128
H 2.589 0.100 -0.071
H 2.047 -1.435 0.834
H 2.269 0.339 2.441
H 1.416 1.519 1.472
H 0.638 0.037 2.263
H -4.058 -0.253 0.204
H -4.543 -1.638 0.623
O -3.883 -0.968 0.823
```

frontier orbital gap = 0.3841 Ha
HOMO level = -9.515 eV
F_max = 2.448 eV/A
charge = 0
SMILES string = CCCNC=O.O

Entry from the Open Molecules 2025 dataset: a cluster of 2 separate species, C4H11NO2 in total at a distorted geometry (ωB97M-V/def2-TZVPD).

XYZ file:
```
18
C4H11NO2 (ωB97M-V/def2-TZVPD)
C 1.935 1.712 -0.849
C 1.748 0.222 -0.512
O 1.063 -0.403 -1.350
O 2.103 -0.246 0.609
H 1.827 2.331 0.079
H 1.095 2.044 -1.578
H 2.844 1.903 -1.577
C -1.428 -0.320 0.420
C -2.545 0.734 0.375
N -1.931 -1.632 1.009
H -1.034 -0.565 -0.565
H -0.603 -0.034 1.060
H -3.016 0.747 1.414
H -3.299 0.517 -0.397
H -2.850 -1.797 0.570
H -1.411 -2.512 0.839
H -2.041 -1.532 2.030
H -1.928 1.651 0.115
```

frontier orbital gap = 0.2273 Ha
HOMO level = -7.048 eV
F_max = 2.496 eV/A
charge = 0

Entry from the Open Molecules 2025 dataset: a cluster of 2 separate species, C4H11NO2 in total at a distorted geometry (ωB97M-V/def2-TZVPD).

XYZ file:
```
18
C4H11NO2 (ωB97M-V/def2-TZVPD)
C 1.602 -2.747 0.404
N 0.333 -2.517 -0.039
C 0.735 -0.292 -1.217
C -0.271 -1.245 -0.570
C -1.012 -0.457 0.575
O 2.383 -1.861 0.719
H 1.748 -3.720 0.884
H -0.287 -3.246 -0.343
H 1.175 -0.389 -2.213
H 1.591 -0.373 -0.548
H 0.498 0.771 -1.166
H -1.045 -1.519 -1.303
H -1.941 -1.015 0.692
H -0.431 -0.702 1.464
H -1.000 0.613 0.386
H -1.383 5.770 1.421
H -1.379 6.947 0.381
O -1.317 5.983 0.472
```

frontier orbital gap = 0.3865 Ha
HOMO level = -9.641 eV
F_max = 2.834 eV/A
charge = 0
SMILES string = CC(C)NC=O.O

Entry from the Open Molecules 2025 dataset: a cluster of 2 separate species, C4H11NO2 in total (ωB97M-V/def2-TZVPD).

XYZ file:
```
18
C4H11NO2 (ωB97M-V/def2-TZVPD)
C -0.219 0.721 2.717
N 0.471 0.546 1.430
C 0.987 1.803 0.879
H -0.475 -0.255 3.121
H 0.421 1.246 3.434
H -1.128 1.290 2.530
H -0.663 -0.120 0.335
H 1.260 -0.075 1.568
H 0.145 2.428 0.585
H 1.639 1.568 0.041
H 1.573 2.369 1.615
O -1.158 -0.577 -0.416
C -0.270 -0.987 -1.349
O 0.451 -1.934 -1.202
C -0.282 -0.143 -2.606
H 0.387 -0.592 -3.337
H -1.286 -0.036 -3.008
H 0.095 0.851 -2.358
```

frontier orbital gap = 0.3906 Ha
HOMO level = -9.841 eV
F_max = 0.550 eV/A
charge = 0
SMILES string = CC(=O)O.CNC

Entry from the Open Molecules 2025 dataset: a cluster of 2 separate species, C4H11NO2 in total at a distorted geometry (ωB97M-V/def2-TZVPD).

XYZ file:
```
18
C4H11NO2 (ωB97M-V/def2-TZVPD)
C 1.382 0.185 -1.768
C 0.287 0.423 1.783
C 1.325 0.417 0.765
O 0.597 0.388 -0.610
N 2.523 0.124 0.888
H 3.053 -0.177 0.079
H 1.801 -0.827 -1.785
H 0.738 0.347 -2.632
H 2.199 0.911 -1.818
H 0.722 0.305 2.771
H -0.565 -0.367 1.354
H -0.290 1.344 1.731
C -2.675 -0.501 -0.074
O -1.376 -1.028 0.092
H -0.621 -0.433 -0.431
H -2.799 0.444 0.461
H -3.394 -1.224 0.328
H -2.908 -0.331 -1.133
```

frontier orbital gap = 0.3778 Ha
HOMO level = -9.478 eV
F_max = 3.098 eV/A
charge = 0
SMILES string = [H]/N=C(/C)OC.CO

Entry from the Open Molecules 2025 dataset: a cluster of 2 separate species, C4H11NO2 in total at a distorted geometry (ωB97M-V/def2-TZVPD).

XYZ file:
```
18
C4H11NO2 (ωB97M-V/def2-TZVPD)
C 0.996 -0.137 -2.742
C -0.157 -1.009 -2.263
N 1.631 0.621 -1.667
H 1.639 -0.838 -3.408
H 0.545 0.596 -3.429
H -0.023 -1.545 -1.345
H -0.370 -1.675 -3.104
H 0.960 1.400 1.965
H 1.187 1.487 -1.471
H 1.778 0.121 -0.817
H -1.151 -0.479 -2.192
C -1.608 -0.052 0.847
C -0.650 0.075 1.985
O 0.471 0.724 1.434
O -0.697 -0.209 3.136
H -1.555 0.844 0.237
H -2.523 -0.467 1.268
H -1.284 -0.990 0.351
```

frontier orbital gap = 0.3508 Ha
HOMO level = -8.945 eV
F_max = 2.702 eV/A
charge = 0
SMILES string = CC(=O)O.CCN

Entry from the Open Molecules 2025 dataset: a structure of composition C4H11NO2 at a distorted geometry (ωB97M-V/def2-TZVPD).

XYZ file:
```
18
C4H11NO2 (ωB97M-V/def2-TZVPD)
C -1.342 -0.600 0.432
C -0.338 -0.566 -0.564
C -1.043 2.170 0.477
C 1.918 -1.474 -0.747
N 1.040 -0.469 -0.178
O -1.118 1.163 1.314
O 1.217 -0.519 1.246
H 0.747 0.277 1.563
H -1.144 -1.019 1.405
H -2.370 -0.610 0.082
H -0.567 0.680 -0.999
H -0.525 -1.109 -1.490
H -0.701 1.713 -0.681
H -0.221 2.876 0.653
H -1.998 2.633 0.186
H 2.940 -1.245 -0.452
H 1.656 -2.485 -0.413
H 1.848 -1.417 -1.833
```

frontier orbital gap = 0.3362 Ha
HOMO level = -8.315 eV
F_max = 2.449 eV/A
charge = 0

Entry from the Open Molecules 2025 dataset: a cluster of 2 separate species, C4H11NO2 in total at a distorted geometry (ωB97M-V/def2-TZVPD).

XYZ file:
```
18
C4H11NO2 (ωB97M-V/def2-TZVPD)
C -0.078 -0.262 1.440
N 0.876 -0.514 0.534
C 1.002 0.255 -0.649
C -0.233 0.126 -1.589
C -0.668 -1.472 -1.596
O -1.259 0.131 1.243
H 0.115 -0.663 2.439
H 1.692 -0.779 1.057
H 1.345 1.282 -0.405
H 1.800 -0.257 -1.185
H -1.071 0.756 -1.221
H -0.103 0.503 -2.600
H -1.557 -1.381 -2.263
H -1.165 -1.670 -0.569
H 0.175 -2.123 -1.737
H -0.837 1.566 2.016
H 0.275 2.612 2.408
O -0.310 1.890 2.677
```

frontier orbital gap = 0.3863 Ha
HOMO level = -9.869 eV
F_max = 5.362 eV/A
charge = 0
SMILES string = CCCNC=O.O